(1)
Formula: C3H8O2S
Source: the Open Molecules 2025 dataset
Level of theory: wB97M-V/def2-TZVPD

```
! RIJCOSX wB97M-V def2-TZVPD def2/J DEFGRID3
* xyz -2 1
C -0.171 -0.602 -0.895
O 0.632 -0.344 -2.015
C 0.050 0.436 0.204
C -0.898 0.287 1.421
S -0.501 1.373 2.859
H -1.234 -0.523 -1.214
H 0.044 -1.626 -0.529
H -0.004 1.473 -0.121
H 1.030 0.285 0.674
H -0.874 -0.754 1.757
H -1.929 0.503 1.105
H 0.750 -1.261 -2.843
H 1.816 -2.455 -3.279
O 1.026 -2.038 -3.688
*
```

The LUMO energy is 6.10 eV. The HOMO energy comes out at 0.38 eV. For the HOMO-LUMO gap, the calculation gives 5.723 eV.

Here are the Mulliken charges for atoms 1 to 2, given in e: number 1, C, carries -0.33; number 2, O, carries -0.72

---

(2)
Formula: C3H8O2S
Source: the Open Molecules 2025 dataset
Level of theory: wB97M-V/def2-TZVPD

```
! RIJCOSX wB97M-V def2-TZVPD def2/J DEFGRID3
* xyz -2 1
C -0.446 1.006 0.646
O 0.113 0.531 2.012
C -0.284 -0.129 -0.421
C 0.013 0.548 -1.718
S 0.362 -0.577 -3.162
H -1.437 1.448 0.843
H 0.291 1.810 0.455
H -1.259 -0.619 -0.448
H 0.590 -0.743 -0.040
H 0.676 1.417 -1.486
H -1.016 1.065 -1.932
H 0.009 0.604 2.991
H 0.109 -0.665 3.989
O -0.045 -0.985 4.886
*
```

The LUMO energy is 5.76 eV. The HOMO energy comes out at -0.15 eV. For the HOMO-LUMO gap, the calculation gives 5.912 eV.

Here are the Mulliken charges for atoms 1 to 2, given in e: number 1, C, carries -0.37; number 2, O, carries -0.59

---

(3)
Formula: C3H8O2S
Source: the Open Molecules 2025 dataset
Level of theory: wB97M-V/def2-TZVPD

```
! RIJCOSX wB97M-V def2-TZVPD def2/J DEFGRID3
* xyz 0 1
O 3.807 1.767 -0.288
C 2.936 0.960 -0.267
O 3.055 -0.266 0.293
H 1.969 1.178 -0.724
H 4.016 -0.401 0.273
C -0.712 0.653 0.104
S -1.750 -0.337 -1.075
C -2.744 -1.370 0.033
H -0.557 1.574 -0.451
H -1.320 0.929 0.964
H 0.156 0.066 0.369
H -2.483 -2.425 -0.018
H -3.790 -1.307 -0.262
H -2.583 -1.022 1.050
*
```

The LUMO energy is 0.77 eV. The HOMO energy comes out at -8.60 eV. For the HOMO-LUMO gap, the calculation gives 9.364 eV. As for the SMILES: O=CO.CSC.

Here are the Mulliken charges for atoms 1 to 2, given in e: number 1, O, carries -0.46; number 2, C, carries 0.33

---

(4)
Formula: C3H8O2S
Source: the Open Molecules 2025 dataset
Level of theory: wB97M-V/def2-TZVPD

```
! RIJCOSX wB97M-V def2-TZVPD def2/J DEFGRID3
* xyz 0 1
O 0.540 1.591 -0.782
C -0.325 0.869 -1.195
C -0.027 -0.536 -1.711
C 0.640 -1.405 -0.673
S -0.210 -1.436 0.955
H -1.379 1.162 -1.230
H -0.910 -1.009 -2.138
H 0.683 -0.351 -2.517
H 1.697 -1.187 -0.549
H 0.649 -2.455 -0.934
H 0.045 -0.144 1.213
O -0.463 1.861 2.850
H -0.500 0.900 2.936
H -0.440 2.142 3.775
*
```

The LUMO energy is 0.64 eV. The HOMO energy comes out at -9.41 eV. For the HOMO-LUMO gap, the calculation gives 10.050 eV. As for the SMILES: O=CCCS.O.

Here are the Mulliken charges for atoms 1 to 2, given in e: number 1, O, carries -0.45; number 2, C, carries -0.10

---

(5)
Formula: C3H8O2S
Source: the Open Molecules 2025 dataset
Level of theory: wB97M-V/def2-TZVPD

```
! RIJCOSX wB97M-V def2-TZVPD def2/J DEFGRID3
* xyz 0 1
C -1.195 0.166 1.590
C -1.141 -0.860 0.507
C 2.030 0.587 -1.212
O -0.650 0.342 -2.025
O 0.211 -0.912 0.047
S 0.450 -0.452 -1.569
H -0.652 1.069 1.266
H -0.604 -0.045 2.544
H -2.273 0.397 1.811
H -1.483 -1.879 0.770
H -1.798 -0.617 -0.350
H 2.419 0.895 -2.107
H 2.008 1.477 -0.548
H 2.678 -0.169 -0.725
*
```

The LUMO energy is 0.96 eV. The HOMO energy comes out at -9.13 eV. For the HOMO-LUMO gap, the calculation gives 10.091 eV.

Here are the Mulliken charges for atoms 1 to 2, given in e: number 1, C, carries -0.92; number 2, C, carries -0.24

---

(6)
Formula: C3H8O2S2
Source: the Open Molecules 2025 dataset
Level of theory: wB97M-V/def2-TZVPD

```
! RIJCOSX wB97M-V def2-TZVPD def2/J DEFGRID3
* xyz -1 2
C 1.010 0.370 0.392
C 2.016 1.387 0.839
O 3.177 0.991 1.147
C 0.665 -0.712 1.528
S -0.921 -0.902 2.333
S -2.020 -1.472 0.554
H 1.240 -0.223 -0.541
H 0.030 0.842 0.162
H 1.619 2.423 0.899
H 1.215 -0.329 2.389
H 1.051 -1.692 1.231
H -1.101 -2.350 0.110
H -2.534 -0.189 -3.607
H -2.986 1.182 -3.405
O -2.461 0.674 -4.032
*
```

The LUMO energy (alpha / beta) is 2.99 / 2.94 eV. The HOMO energy (alpha / beta) comes out at 0.02 / -4.66 eV. For the HOMO-LUMO gap (alpha / beta), the calculation gives 2.969 / 7.602 eV.

Here are the Mulliken charges for atoms 1 to 2, given in e: number 1, C, carries -0.20; number 2, C, carries -0.26

---

(7)
Formula: C3H8O2S2
Source: the Open Molecules 2025 dataset
Level of theory: wB97M-V/def2-TZVPD

```
! RIJCOSX wB97M-V def2-TZVPD def2/J DEFGRID3
* xyz 0 1
O 0.878 -3.365 -0.131
C 0.917 -2.486 0.696
C 0.180 -1.209 0.422
C -0.821 -1.046 1.514
S -2.085 0.145 1.001
S -1.371 1.979 1.138
H 1.480 -2.527 1.688
H 0.971 -0.343 0.390
H -0.170 -1.296 -0.656
H -1.314 -2.032 1.718
H -0.392 -0.877 2.542
H -1.549 2.653 -0.079
O 1.317 3.751 -3.619
H 1.517 3.316 -2.750
H 0.443 3.334 -3.874
*
```

The LUMO energy is 0.11 eV. The HOMO energy comes out at -8.78 eV. For the HOMO-LUMO gap, the calculation gives 8.899 eV. As for the SMILES: O=CCCSS.O.

Here are the Mulliken charges for atoms 1 to 2, given in e: number 1, O, carries -0.46; number 2, C, carries -0.04

---

(8)
Formula: C3H8O2SSi
Source: the Open Molecules 2025 dataset
Level of theory: wB97M-V/def2-TZVPD

```
! RIJCOSX wB97M-V def2-TZVPD def2/J DEFGRID3
* xyz 0 1
C -0.691 -1.430 -0.691
Si -0.420 -0.030 0.555
C -1.666 1.468 0.232
C 1.287 0.834 0.176
S 2.612 -0.203 0.183
O 3.823 0.267 -0.313
O 2.639 -1.137 1.227
H -1.583 -1.982 -0.552
H -0.490 -1.262 -1.760
H 0.073 -2.191 -0.398
H -0.902 -0.790 1.750
H -1.341 2.096 -0.481
H -2.629 1.083 -0.107
H -2.019 1.867 1.164
H 1.307 1.410 -0.985
*
```

The LUMO energy is -1.17 eV. The HOMO energy comes out at -9.96 eV. For the HOMO-LUMO gap, the calculation gives 8.786 eV. As for the SMILES: C[SiH](C)C=S(=O)=O.

Here are the Mulliken charges for atoms 1 to 2, given in e: number 1, C, carries -1.07; number 2, Si, carries 0.53